The following is a DFT calculation (ωB97M-V/def2-TZVPD) of a cluster of 2 separate species, C6H9NOS in total.

As for the LUMO energy (alpha / beta): 0.8 / -2.1 eV. The spin multiplicity is 3. Its total charge is 0. As for the relative energy (zero: lowest compared OMol25 entry of this formula, charge and spin): 22.9 kcal/mol. The value obtained for the total energy is -20736.1499 eV. Its frontier orbital gap (alpha / beta) is 7.757 / 5.981 eV. The value obtained for the HOMO energy (alpha / beta) is -6.99 / -8.06 eV.

Element x y z (Å)
C (0.04604, -2.01758, 0.09695)
C (-1.14948, -1.43718, -0.29540)
C (0.61607, -1.16750, 1.03729)
C (-0.22373, -0.08960, 1.19676)
C (-2.56562, 0.48409, 0.49128)
C (2.90409, 2.13102, -2.49036)
N (-1.33640, -0.28732, 0.36517)
O (1.75037, -1.42461, 1.77590)
S (1.70558, 3.10805, -2.05726)
H (0.32821, -2.95444, -0.15546)
H (-1.90414, -1.93345, -1.04801)
H (-2.34620, 1.61420, 0.51484)
H (-3.23164, 0.32882, -0.20533)
H (-2.87934, 0.18790, 1.43523)
H (3.05699, 1.08154, -2.15725)
H (-0.10310, 0.82128, 1.81613)
H (3.74290, 2.58321, -2.94848)
H (1.58940, -1.02840, 2.62797)

How is the electron density shared among the atoms? According to Löwdin, the charges in e are:
1 C -0.0345
2 C -0.1138
3 C -0.3478
4 C -0.0398
5 C -0.0042
6 C -0.6517
7 N -0.1703
8 O 0.0393
9 S 0.6589
10 H 0.0686
11 H 0.1582
12 H 0.1269
13 H 0.0276
14 H 0.0720
15 H 0.0196
16 H 0.1316
17 H -0.0307
18 H 0.0903

The following is a DFT calculation (ωB97M-V/def2-TZVPD) of a cluster of 2 separate species, C6H13ClP in total.

As for the LUMO energy (alpha / beta): -3.1 / -7.5 eV. The spin multiplicity is 3. Its total charge is +1. The value obtained for the total energy is -28231.1351 eV. Its frontier orbital gap (alpha / beta) is 8.370 / 6.347 eV. The value obtained for the HOMO energy (alpha / beta) is -11.50 / -13.85 eV.

Element x y z (Å)
C (3.24129, -0.64744, 1.59471)
C (2.90154, 0.20335, 0.72797)
C (-1.70787, 0.27458, 1.28044)
C (-0.62129, 2.36739, -0.37074)
C (-0.56980, -0.45623, -1.45762)
C (-0.75879, -1.97734, -1.09485)
P (-0.34232, 0.58989, 0.03858)
Cl (-0.95576, -2.70134, -2.72727)
H (4.32043, -0.91677, 1.79630)
H (2.80616, -1.22455, 2.34798)
H (2.19043, 0.58587, 0.01288)
H (-1.75329, -0.71430, 1.41489)
H (-2.72995, 0.73451, 0.85785)
H (-1.48118, 0.81026, 2.29139)
H (0.11887, 2.81271, -0.98543)
H (-0.65122, 2.81432, 0.54151)
H (-1.50513, 2.39490, -0.87621)
H (-1.41636, -0.07815, -2.09677)
H (0.35820, -0.36782, -2.10112)
H (-1.54371, -2.14629, -0.49487)
H (0.09975, -2.35754, -0.69960)

How is the electron density shared among the atoms? According to Löwdin, the charges in e are:
1 C -0.1166
2 C 0.0239
3 C -0.1894
4 C -0.1674
5 C -0.3979
6 C -0.5687
7 P 1.0978
8 Cl 0.6206
9 H 0.0880
10 H 0.0307
11 H -0.0276
12 H -0.0313
13 H 0.1338
14 H 0.1051
15 H 0.0608
16 H 0.0218
17 H 0.0328
18 H 0.1115
19 H 0.1062
20 H 0.0248
21 H 0.0411

The following is a DFT calculation (ωB97M-V/def2-TZVPD) of a structure of composition C20H48KN6O6P2.

As for the LUMO energy: -3.1 eV. Its total charge is +1. As for the relative energy (zero: lowest compared OMol25 entry of this formula, charge and spin): 0.0 kcal/mol. The value obtained for the total energy is -77643.5708 eV. Its frontier orbital gap is 6.874 eV. The value obtained for the HOMO energy is -9.94 eV.

Element x y z (Å)
K (-0.66533, -1.65345, -1.75226)
O (-3.82009, -2.60920, 0.96402)
P (-5.25143, -2.80308, 1.27133)
N (-5.77811, -2.35114, 2.85207)
C (-5.55993, -0.96589, 3.24651)
C (-5.62240, -3.27531, 3.99425)
N (-5.87716, -4.35566, 0.95873)
C (-5.15607, -5.23348, 0.10445)
C (-7.35357, -4.77366, 1.22106)
N (-6.17918, -1.83205, 0.25268)
C (-7.56173, -1.50106, 0.50409)
C (-5.73189, -1.56522, -1.14871)
H (-5.75686, -0.27471, 2.42701)
H (-4.52436, -0.79765, 3.54214)
H (-6.33269, -0.70875, 3.97097)
H (-6.50494, -3.24274, 4.63314)
H (-4.74593, -3.00109, 4.58138)
H (-5.41970, -4.30055, 3.68457)
H (-4.58150, -4.72357, -0.66884)
H (-4.38592, -5.74922, 0.67801)
H (-5.82508, -5.86867, -0.47611)
H (-7.91226, -4.90455, 0.29432)
H (-7.40178, -5.70444, 1.78624)
H (-7.84718, -3.96893, 1.76591)
H (-7.83349, -1.47458, 1.55933)
H (-7.69341, -0.49376, 0.10897)
H (-8.24884, -2.19663, 0.02226)
H (-6.28068, -0.73620, -1.59553)
H (-5.89658, -2.46771, -1.73735)
H (-4.64985, -1.47336, -1.24280)
O (2.92189, 1.10427, -0.97907)
P (4.08898, 1.99531, -1.31616)
N (3.69744, 3.14939, -2.57427)
C (4.49221, 4.39188, -2.73959)
C (2.75124, 2.74036, -3.60296)
N (5.43115, 1.19440, -2.01215)
C (6.79125, 1.79890, -2.04984)
C (5.08734, 0.27963, -3.19937)
N (4.77089, 2.87567, 0.04416)
C (4.12753, 4.04631, 0.66224)
C (5.61179, 2.14353, 1.06619)
H (3.78906, 5.14818, -3.08842)
H (5.32799, 4.24441, -3.42357)
H (4.83124, 4.74958, -1.76738)
H (2.00966, 3.52617, -3.74667)
H (2.18598, 1.87141, -3.26602)
H (3.31992, 2.60398, -4.52279)
H (7.47428, 0.97029, -2.23685)
H (6.88665, 2.45847, -2.91237)
H (6.93959, 2.37149, -1.13429)
H (4.01516, 0.09397, -3.13565)
H (5.37069, 0.73032, -4.15053)
H (5.54229, -0.69872, -3.04455)
H (4.77521, 4.88174, 0.92806)
H (3.39454, 4.47533, -0.02096)
H (3.60355, 3.69758, 1.55215)
H (5.07282, 1.74263, 1.92461)
H (6.35850, 2.87691, 1.37063)
H (6.20674, 1.42206, 0.50618)
O (-1.81026, 2.83348, -1.11629)
C (-1.76883, 3.95170, -0.65728)
O (-1.43940, 4.20999, 0.61726)
C (-1.30052, 5.60636, 0.77690)
C (-1.35503, 6.22968, -0.62387)
C (-2.02425, 5.19347, -1.47367)
H (-0.34815, 5.88101, 1.23039)
H (-2.04878, 6.14218, 1.36093)
H (-0.38553, 6.53190, -1.01989)
H (-2.02254, 7.09115, -0.60393)
H (-1.66285, 5.14722, -2.50097)
H (-3.10249, 5.33388, -1.39758)
O (2.45593, -4.48076, 0.26081)
C (3.56153, -4.50432, 0.80676)
O (3.63278, -4.94449, 2.08202)
C (4.98451, -4.85116, 2.58441)
C (5.77990, -4.03285, 1.52815)
C (4.87849, -3.97185, 0.34843)
H (5.51030, -5.80067, 2.68483)
H (5.11592, -4.34525, 3.54091)
H (6.67957, -4.56325, 1.21613)
H (6.08775, -3.06381, 1.92096)
H (5.29165, -4.52935, -0.49216)
H (4.81264, -2.94313, -0.00584)

How is the electron density shared among the atoms? According to Löwdin, the charges in e are:
1 K 0.9212
2 O -0.3083
3 P 0.5581
4 N -0.3115
5 C -0.1255
6 C -0.1042
7 N -0.2926
8 C -0.1555
9 C -0.0531
10 N -0.3096
11 C -0.1379
12 C -0.0840
13 H 0.0727
14 H 0.0864
15 H 0.0893
16 H 0.0828
17 H 0.0783
18 H 0.0739
19 H 0.0617
20 H 0.0820
21 H 0.0861
22 H 0.0732
23 H 0.0772
24 H 0.0579
25 H 0.0729
26 H 0.0812
27 H 0.0763
28 H 0.0807
29 H 0.0709
30 H 0.0554
31 O -0.3453
32 P 0.6349
33 N -0.3144
34 C -0.0951
35 C -0.1273
36 N -0.3085
37 C -0.1042
38 C -0.0773
39 N -0.3076
40 C -0.1295
41 C -0.0946
42 H 0.0802
43 H 0.0720
44 H 0.0579
45 H 0.0740
46 H 0.0629
47 H 0.0799
48 H 0.0827
49 H 0.0663
50 H 0.0594
51 H 0.0518
52 H 0.0785
53 H 0.0726
54 H 0.0833
55 H 0.0677
56 H 0.0803
57 H 0.0831
58 H 0.0824
59 H 0.0558
60 O 0.0905
61 C -0.4867
62 O 0.0613
63 C -0.1607
64 C -0.1666
65 C -0.0803
66 H 0.1249
67 H 0.1259
68 H 0.1177
69 H 0.1147
70 H 0.1332
71 H 0.1366
72 O 0.0676
73 C -0.4477
74 O 0.0435
75 C -0.1250
76 C -0.1610
77 C -0.1004
78 H 0.1209
79 H 0.1221
80 H 0.1140
81 H 0.1149
82 H 0.1333
83 H 0.1296